Density functional theory data (wB97M-V/def2-TZVPD) for a cluster of 4 separate species, C2H15N2O3 in total.

Results
HOMO, eV: -13.569
Lowest unoccupied orbital energy, eV: -3.13
Charge: +1
Energy, eV: -11432.3271
F_max, Eh/bohr: 0.09569

XYZ file:
```
22
Properties=species:S:1:pos:R:3:forces:R:3:mulliken_charge:R:1
C -0.27680 -0.02738 -1.90003 2.03 -2.32 1.96 -0.56
N 0.21011 1.31541 -2.07997 0.48 -1.09 -1.94 -0.40
C -0.00358 -0.43995 -0.35976 0.06 1.46 -1.09 -0.24
N 1.54502 -0.31144 -0.01748 -1.77 -2.40 -1.69 -0.28
H 0.32864 -0.74974 -2.50496 0.14 0.74 0.37 0.36
H -1.25309 -0.44983 -2.17944 -0.55 1.25 0.28 0.33
H 0.41026 1.48952 -3.10890 -0.81 0.56 2.14 0.25
H -0.33734 1.94938 -1.52846 -0.29 0.74 -0.90 0.14
H -0.54031 -1.38104 -0.20284 1.15 -0.10 0.55 0.13
H -0.29397 0.31133 0.39699 -0.91 -0.93 -0.91 0.31
H 1.72039 -0.50178 0.94260 -0.28 0.37 1.39 0.25
H 2.10094 -0.98745 -0.50042 0.36 -0.66 -0.79 0.36
H 1.84202 0.59263 -0.31240 0.12 1.11 -0.06 0.38
H -0.65639 -0.11605 3.07474 1.15 -0.51 -0.43 0.33
H 0.74603 0.52268 3.22410 -0.95 -2.02 -0.88 0.31
O 0.28512 -0.28582 2.80769 -0.12 2.13 1.51 -0.65
H -2.93181 -2.21324 -0.18673 -0.79 -0.22 -2.02 0.31
H -1.85532 -2.94002 0.63284 1.86 -2.24 -0.40 0.31
O -2.52868 -2.32494 0.63631 -1.15 2.35 2.42 -0.62
H 0.06185 2.31844 0.46459 1.23 -1.69 0.37 0.26
H 0.73257 2.48417 1.68019 0.79 -1.14 0.15 0.30
O 0.69434 1.74513 1.02135 -1.77 4.59 -0.02 -0.58
```
Forces are in eV/Å.